Below is C4H7NO2 in the gas phase, with properties calculated with ωB97M-V/def2-TZVPD.

Computed properties:
- Gap between HOMO and LUMO: 10.62 eV
- E: -361.74898 Eh
- Energy relative to the best compared isomer or geometry (same formula, charge and spin): 3.589 eV
- SMILES: C[C@]1(C=O)CN1O
- HOMO: -9.750 eV

Each line ends with the Löwdin charge.
Cartesian coordinates (Å):
C -0.12 1.55 -0.64  -0.014
C -0.12 0.13 -0.15  -0.422
N 0.81 -0.13 0.96  -0.070
O 1.46 -1.39 0.87  -0.046
C -0.38 -0.92 -1.19  -0.191
C -0.60 -0.29 1.21  -0.051
O -0.92 -0.65 -2.24  0.063
H 0.77 1.72 -1.26  0.092
H -1.00 1.74 -1.26  0.084
H -0.10 2.26 0.19  0.084
H 2.33 -1.17 1.24  0.102
H -0.10 -1.95 -0.92  0.130
H -0.95 -1.32 1.30  0.122
H -1.07 0.42 1.89  0.116